{"formula": "C58H154N10O23", "method": "ωB97M-V with the def2-TZVPD basis set", "species": ["C", "O", "C", "C", "N", "C", "C", "O", "C", "H", "H", "H", "H", "H", "H", "H", "H", "H", "H", "H", "H", "H", "H", "H", "C", "O", "C", "C", "N", "C", "C", "O", "C", "H", "H", "H", "H", "H", "H", "H", "H", "H", "H", "H", "H", "H", "H", "H", "C", "O", "C", "C", "N", "C", "C", "O", "C", "H", "H", "H", "H", "H", "H", "H", "H", "H", "H", "H", "H", "H", "H", "H", "C", "O", "C", "C", "N", "C", "C", "O", "C", "H", "H", "H", "H", "H", "H", "H", "H", "H", "H", "H", "H", "H", "H", "H", "C", "O", "C", "C", "N", "C", "C", "O", "C", "H", "H", "H", "H", "H", "H", "H", "H", "H", "H", "H", "H", "H", "H", "H", "C", "C", "O", "O", "H", "H", "H", "H", "H", "H", "C", "C", "O", "O", "H", "H", "H", "H", "H", "H", "C", "C", "O", "O", "H", "H", "H", "H", "H", "H", "C", "C", "O", "O", "H", "H", "H", "H", "H", "H", "C", "C", "C", "O", "C", "N", "H", "H", "H", "H", "H", "H", "H", "H", "H", "H", "H", "C", "C", "C", "O", "C", "N", "H", "H", "H", "H", "H", "H", "H", "H", "H", "H", "H", "C", "C", "C", "O", "C", "N", "H", "H", "H", "H", "H", "H", "H", "H", "H", "H", "H", "C", "C", "C", "O", "C", "N", "H", "H", "H", "H", "H", "H", "H", "H", "H", "H", "H", "C", "C", "C", "O", "C", "N", "H", "H", "H", "H", "H", "H", "H", "H", "H", "H", "H"], "coordinates": [[-2.640148, 3.038782, -6.100743], [-3.283381, 4.359098, -6.046498], [-4.278726, 4.469869, -5.019868], [-4.639391, 5.956403, -4.870807], [-5.359639, 6.486202, -6.002691], [-5.414349, 7.871676, -5.893320], [-5.955469, 8.504224, -7.158220], [-5.102003, 8.436364, -8.242234], [-5.509627, 8.907125, -9.453797], [-1.915686, 3.087933, -6.913658], [-3.409004, 2.285956, -6.274536], [-2.084924, 2.857664, -5.180397], [-4.027721, 4.142430, -4.010965], [-5.155006, 3.883253, -5.295756], [-3.736457, 6.557483, -4.763528], [-5.245215, 6.049418, -3.969453], [-4.898165, 6.142549, -6.832775], [-4.436865, 8.300802, -5.673139], [-6.081726, 8.152147, -5.078434], [-5.999015, 9.587370, -7.044153], [-6.964631, 8.194673, -7.430025], [-5.727163, 9.973621, -9.395642], [-6.301815, 8.315658, -9.912829], [-4.669302, 8.795520, -10.138988], [1.275707, -1.472940, 4.337292], [1.112221, -2.307790, 5.460500], [1.900394, -1.907670, 6.557688], [1.498217, -2.515710, 7.904505], [2.203307, -1.836293, 8.997260], [1.850145, -2.423063, 10.291486], [2.184678, -1.475218, 11.436248], [1.669019, -0.154041, 11.187479], [2.075008, 0.872580, 12.103465], [2.339826, -1.578052, 4.125883], [1.013135, -0.440086, 4.566137], [0.612832, -1.722904, 3.508911], [1.815782, -0.829173, 6.691057], [2.938089, -2.220644, 6.442211], [1.824931, -3.554602, 7.859018], [0.414216, -2.543584, 8.015208], [1.898652, -0.878349, 9.095441], [2.190060, -3.437646, 10.499236], [0.760190, -2.428529, 10.283821], [3.270266, -1.411291, 11.510434], [1.879861, -1.871891, 12.404662], [1.506059, 1.802310, 12.105327], [3.100069, 1.170199, 11.882610], [2.200307, 0.499407, 13.119904], [5.871924, 0.277655, 4.464263], [6.577327, -0.416258, 3.449669], [7.131668, -1.659392, 3.970301], [7.957001, -2.363352, 2.881976], [7.036721, -2.939046, 1.921133], [7.733258, -3.759397, 0.973668], [6.764862, -4.371769, -0.040629], [5.721276, -3.474610, -0.473503], [4.710800, -4.177730, -1.289959], [6.563607, 0.551820, 5.260824], [4.943150, -0.225600, 4.732988], [5.493905, 1.252012, 4.154694], [6.326279, -2.292040, 4.343398], [7.751231, -1.505024, 4.853703], [8.661639, -3.073722, 3.314368], [8.544011, -1.610514, 2.355906], [6.488820, -2.224147, 1.464163], [8.276265, -4.606268, 1.393257], [8.417667, -3.061147, 0.491886], [6.296045, -5.302469, 0.278930], [7.316171, -4.580289, -0.957504], [4.026840, -3.405329, -1.641658], [4.067911, -4.740047, -0.612757], [5.052724, -4.731398, -2.164396], [-4.760529, -0.458870, -3.236110], [-4.920619, -1.823971, -3.640816], [-6.243198, -2.133423, -4.157537], [-7.180971, -2.394676, -2.898328], [-6.492313, -3.245129, -1.890631], [-7.006711, -2.924200, -0.548448], [-6.067385, -3.402398, 0.590651], [-4.844264, -2.619219, 0.620745], [-4.039565, -2.973818, 1.787293], [-5.034336, 0.316899, -3.951157], [-3.708948, -0.187507, -3.143224], [-5.483787, -0.147549, -2.482389], [-6.282519, -2.913315, -4.918019], [-6.594815, -1.256141, -4.700527], [-8.134695, -2.844040, -3.175058], [-7.499200, -1.459066, -2.438470], [-5.518373, -2.978998, -1.917550], [-7.996498, -3.374341, -0.472281], [-7.241959, -1.863240, -0.464031], [-5.796602, -4.456743, 0.534593], [-6.604067, -3.156114, 1.506839], [-3.772882, -4.030634, 1.798349], [-4.603886, -2.579247, 2.632247], [-3.118035, -2.395581, 1.719939], [3.968147, -1.175485, 1.470126], [2.589194, -1.503468, 1.488811], [2.215130, -2.626327, 0.675545], [0.744672, -2.682256, 0.544421], [0.241278, -1.524981, -0.227887], [-1.271451, -1.431498, -0.121779], [-1.933782, -0.331310, -1.068172], [-1.275475, 0.911423, -0.813039], [-1.793629, 2.009878, -1.545381], [4.328090, -0.974277, 0.461133], [4.527142, -1.957754, 1.983620], [3.999756, -0.298082, 2.116082], [2.596521, -3.554452, 1.101261], [2.630411, -2.415813, -0.310012], [0.311110, -2.793462, 1.538280], [0.587034, -3.626595, 0.023386], [0.682656, -0.704845, 0.162833], [-1.583676, -1.250355, 0.906715], [-1.683418, -2.409997, -0.368609], [-3.012518, -0.318112, -0.912426], [-1.699480, -0.718749, -2.059680], [-2.828714, 2.143993, -1.231182], [-1.777613, 1.925545, -2.631995], [-1.306609, 2.981247, -1.459634], [-0.927994, -4.697348, 3.979836], [-1.903215, -5.910422, 3.981710], [-3.079398, -5.520004, 4.556960], [-0.904404, -4.164149, 5.304917], [-1.281305, -3.920325, 3.301963], [0.053827, -4.936957, 3.571525], [-1.483181, -6.725577, 4.570939], [-2.031317, -6.300005, 2.971804], [-2.741053, -5.096426, 5.349235], [-0.250764, -3.461441, 5.281156], [1.456506, -6.543396, 0.810040], [1.665795, -6.319821, -0.715001], [2.664050, -7.142142, -1.222787], [0.176476, -5.993058, 1.072725], [2.296830, -6.135504, 1.371808], [1.521283, -7.603559, 1.054897], [1.918743, -5.303854, -1.018207], [0.746951, -6.470267, -1.281752], [2.318211, -8.034885, -1.293500], [-0.288518, -5.830312, 0.248773], [2.148999, 2.805448, 4.548499], [1.533979, 3.761187, 3.519685], [2.633343, 4.396591, 2.844241], [2.765748, 1.624061, 4.049461], [1.344206, 2.579854, 5.248148], [2.880616, 3.268760, 5.210449], [0.930084, 4.502601, 4.042865], [0.901263, 3.183850, 2.845558], [2.906610, 3.833342, 2.116458], [3.370485, 1.787838, 3.322083], [-2.573040, -5.226835, -1.587774], [-1.831608, -4.309015, -2.558010], [-1.315165, -5.036215, -3.702656], [-1.750802, -6.227775, -1.040124], [-3.387171, -5.787231, -2.047399], [-3.093757, -4.701423, -0.787220], [-0.958458, -3.831290, -2.113598], [-2.463380, -3.542932, -3.007530], [-0.439981, -4.684654, -3.881732], [-1.929140, -7.032568, -1.532158], [-9.968967, 2.664693, -4.536039], [-8.369010, 2.654714, -4.483795], [-7.870029, 3.346223, -3.246439], [-6.433263, 3.170280, -3.066247], [-5.908390, 3.857316, -1.904698], [-7.958504, 1.287517, -4.412841], [-10.445537, 2.232325, -3.656247], [-10.358084, 2.260428, -5.470527], [-10.333471, 3.689309, -4.609499], [-8.085762, 3.145716, -5.414799], [-8.405268, 2.895133, -2.410897], [-8.147365, 4.398821, -3.189659], [-4.851409, 3.662699, -1.722992], [-6.442863, 3.650780, -0.977458], [-6.019598, 4.932533, -2.044820], [-7.024566, 1.241937, -4.031025], [-7.931993, 1.001917, -5.381252], [9.484782, 4.299638, -1.367176], [8.601182, 3.038809, -1.657637], [8.407013, 2.047117, -0.398654], [7.885282, 0.753200, -0.899948], [7.474095, -0.130912, 0.123476], [7.359507, 3.529697, -2.181233], [10.392805, 4.066859, -0.810930], [8.980939, 4.968733, -0.669634], [9.682107, 4.835490, -2.295630], [9.072087, 2.528376, -2.497760], [7.690024, 2.499654, 0.286352], [9.319695, 1.889405, 0.176000], [7.040315, -1.073332, -0.210882], [6.684471, 0.383280, 0.671369], [8.383318, -0.281132, 0.705586], [6.872189, 2.645672, -2.148016], [6.974070, 4.107072, -1.447630], [0.268679, -0.839242, -4.769903], [1.560744, -0.484083, -4.093617], [1.445097, 1.038197, -3.759573], [1.238654, 1.849584, -4.948473], [2.296920, 1.847319, -5.841168], [1.725140, -1.299021, -2.877748], [0.295959, -1.832075, -5.218950], [-0.085321, -0.215703, -5.590869], [-0.445798, -1.016469, -3.966031], [2.386405, -0.745949, -4.755288], [2.280997, 1.511408, -3.244349], [0.669472, 1.196922, -3.010368], [3.292031, 1.935757, -5.405236], [2.017370, 2.668024, -6.501765], [2.238447, 0.929859, -6.426786], [0.918683, -1.240269, -2.272539], [2.448017, -1.042301, -2.220754], [-1.459391, 0.828178, 3.091587], [-2.673025, 1.715034, 3.082497], [-3.790468, 1.200025, 2.098328], [-5.020137, 1.981441, 2.149384], [-4.775125, 3.349966, 1.831230], [-3.179563, 1.937731, 4.414047], [-0.899410, 0.822588, 2.156452], [-1.786161, -0.186487, 3.319150], [-0.759206, 1.102644, 3.880588], [-2.319961, 2.598462, 2.550530], [-4.035929, 0.233515, 2.538435], [-3.346472, 1.123257, 1.105816], [-5.700617, 3.823926, 1.504238], [-4.070032, 3.423381, 1.003241], [-4.518578, 4.042664, 2.632771], [-4.011448, 2.503355, 4.323712], [-3.515864, 1.010214, 4.630152], [2.045164, 1.909764, -0.251779], [3.530143, 2.013238, -0.024647], [4.305496, 1.686756, -1.229441], [4.049725, 0.355425, -1.761039], [5.057337, -0.088614, -2.654868], [3.747369, 3.324632, 0.419408], [1.534173, 2.110537, 0.689849], [1.764861, 0.895030, -0.534367], [1.811573, 2.541156, -1.109028], [3.921607, 1.325624, 0.725051], [5.346372, 1.905127, -0.990716], [4.027252, 2.400478, -2.004863], [5.484958, 0.672981, -3.306943], [4.632857, -0.883826, -3.267687], [5.884984, -0.583769, -2.147001], [4.718597, 3.601650, 0.409964], [3.359992, 3.961722, -0.261882]], "forces_ev_per_angstrom": [[-0.7, 1.7, 0.0], [0.5, -1.2, 0.8], [-0.2, 1.0, -0.6], [-0.1, -1.1, -0.3], [-0.2, -2.4, 0.3], [-0.5, 1.6, -1.3], [-0.7, 2.1, -0.1], [2.2, -2.4, 0.5], [0.2, 0.3, -1.1], [-0.2, -0.1, 0.0], [0.1, -0.2, 0.0], [-0.1, -0.1, 0.2], [0.9, -0.4, -0.1], [-0.2, 0.0, -0.1], [0.5, -0.2, 0.5], [-0.1, 0.2, 0.1], [0.1, 0.4, -0.3], [0.4, 0.4, 0.0], [-0.1, 0.1, 0.1], [-0.7, 0.4, 1.0], [-0.2, -0.5, 0.2], [-0.5, 0.2, -0.2], [-0.6, 0.2, 0.2], [0.1, 0.1, 0.1], [0.5, 0.4, 0.4], [-1.0, -0.6, 0.6], [-0.1, 0.3, 0.9], [0.2, -0.3, -0.5], [0.6, -0.8, -0.2], [-1.6, 1.3, 0.2], [1.3, 0.6, 0.0], [-0.7, 0.0, 0.2], [1.5, -0.8, 0.1], [0.0, 0.5, -0.9], [0.3, 0.2, 0.2], [0.3, -0.7, 0.1], [0.3, 0.3, -0.3], [0.3, 0.4, -0.5], [0.0, -0.2, 0.4], [-0.3, 0.2, 0.1], [-0.1, 0.3, -0.4], [0.4, 0.1, -0.3], [-0.5, -0.6, 0.3], [0.4, 0.2, -0.1], [-0.5, 0.0, 0.0], [-0.6, -0.6, -0.4], [0.3, 0.1, -0.4], [-0.7, -0.2, 0.2], [-0.3, 0.8, 0.1], [0.9, -1.4, -0.1], [-0.4, 1.1, 0.0], [-1.5, 0.6, 1.7], [3.4, 0.6, -0.3], [-2.1, -1.6, -1.1], [-0.8, 0.5, -1.8], [0.2, -0.6, 0.1], [-0.5, 1.3, 1.0], [-0.2, -0.6, 0.5], [0.3, -0.5, 0.6], [0.3, 0.0, -0.9], [-0.2, -0.2, -0.2], [0.3, 0.4, -0.1], [-0.3, -0.3, -0.2], [0.0, 0.3, -0.3], [-1.4, 0.1, 0.0], [0.2, 0.4, 0.5], [0.3, 0.1, -0.2], [0.2, -0.1, 0.5], [0.5, -0.4, 0.1], [0.4, 0.2, -0.2], [0.4, -0.7, -0.1], [0.5, -0.1, 0.4], [-0.8, 0.4, -1.0], [-0.1, 0.4, -0.9], [-0.7, 1.0, 1.8], [0.7, -0.6, -0.6], [-0.5, 0.7, -0.2], [0.7, -0.8, -0.3], [-0.1, 1.5, -0.4], [0.2, -0.8, 0.0], [-0.8, 1.2, -1.3], [-0.3, -0.4, -1.3], [-0.1, -0.7, 0.9], [0.6, -0.5, 1.1], [0.8, -0.5, 0.6], [-0.2, 0.2, 0.1], [0.1, -0.3, -0.3], [0.3, 0.5, -0.1], [0.2, 0.1, 0.0], [0.0, -0.5, 0.4], [0.5, 0.5, 0.3], [-0.3, -0.1, -0.1], [-0.1, -0.5, 0.3], [-0.3, -0.1, 0.3], [0.2, -0.7, 0.5], [-0.1, 0.0, -0.1], [-1.3, 0.0, 0.7], [-0.1, -0.2, -0.2], [1.0, 1.3, 0.1], [-0.4, 0.2, -0.4], [-1.5, -0.8, 0.3], [0.5, 1.1, -0.3], [2.0, -1.5, 1.0], [0.3, 0.2, -0.2], [-1.0, 0.1, -0.4], [0.2, 0.0, -0.1], [0.3, -0.3, -0.1], [0.4, 0.1, -0.2], [0.2, -0.2, 0.0], [0.2, -0.4, -0.3], [-0.3, 0.1, 0.2], [-0.6, 0.1, -0.2], [-0.3, 0.3, 0.1], [0.1, 0.2, 0.2], [0.0, 0.0, -0.3], [-0.1, 0.2, 0.1], [-0.2, 0.5, -0.5], [-0.3, 0.2, -0.2], [-0.1, -0.9, -0.3], [0.6, -0.4, 1.1], [-0.5, -0.4, -0.2], [2.2, 0.2, -0.8], [-1.4, 0.4, 0.4], [-0.1, -0.8, -0.6], [-0.5, 0.1, -0.2], [0.3, -0.4, 0.4], [0.5, -0.2, 0.1], [-0.2, 0.2, -0.1], [-0.6, 0.4, 0.6], [0.3, 0.4, 0.5], [-0.6, 0.4, -2.0], [-0.1, -0.2, 0.3], [1.1, -0.5, -0.5], [0.7, 0.2, 1.6], [-0.3, 0.8, 0.3], [-0.4, -0.3, -0.2], [0.3, 0.3, 0.6], [-0.4, -0.3, 0.3], [0.1, -0.1, 0.0], [-0.3, -0.3, -0.3], [-0.4, 0.5, 0.7], [2.0, -0.5, 0.4], [-1.0, 0.3, 0.4], [-0.7, -0.7, 0.0], [-0.1, -1.0, -0.1], [0.1, 0.7, -0.3], [0.1, 0.1, -0.1], [-0.1, 0.0, -0.2], [0.2, -0.1, -0.7], [-0.1, 0.6, 0.0], [-0.8, -0.1, -0.7], [0.3, -0.3, -1.0], [-0.2, -0.4, 0.6], [0.8, -0.2, 0.5], [-0.2, 0.5, -0.7], [0.4, 0.5, 0.1], [-0.2, 0.1, 0.6], [-0.4, 0.2, 0.6], [0.0, -0.1, -0.1], [0.3, 0.0, 0.1], [1.0, 1.2, 0.0], [-2.4, 0.5, 0.1], [0.4, 0.4, 0.9], [-0.3, 0.2, 0.7], [-0.9, 0.3, -0.6], [0.3, -0.7, -0.5], [0.2, -0.3, -0.1], [0.3, -0.7, 0.2], [0.1, 0.4, 0.3], [0.5, 0.3, 0.0], [0.1, -0.3, 0.3], [0.2, 0.3, -0.4], [-0.1, -0.4, -0.5], [-0.2, -0.5, 0.0], [0.1, 0.2, -0.1], [0.2, -0.1, -0.2], [0.2, -0.8, 0.0], [-0.3, -1.0, 0.9], [1.9, 0.6, 1.0], [-0.1, -0.2, -1.7], [0.2, 1.0, -0.6], [0.4, 1.6, 0.1], [-0.4, -0.9, 0.3], [0.3, -0.2, -0.5], [-0.4, 0.2, -0.1], [0.1, -0.1, 0.1], [0.2, -0.6, 0.3], [-0.3, 0.0, 0.1], [0.3, -0.2, -0.2], [0.3, 0.1, -0.8], [0.0, -0.2, 0.7], [-0.2, -0.4, 0.7], [-1.3, 0.1, -0.6], [-0.5, 0.3, 0.0], [-0.6, -1.8, -0.1], [0.4, 1.0, 1.0], [0.9, 0.4, -1.0], [-1.1, -0.4, 2.3], [-0.7, -0.2, -1.0], [-0.4, -0.5, -0.2], [0.4, -0.2, -0.1], [0.1, 0.5, 0.6], [-0.6, 0.7, -0.2], [0.2, 0.5, 0.0], [0.8, -0.6, -0.1], [-0.8, -0.1, -0.5], [0.1, 0.3, 0.2], [0.8, 0.1, -0.2], [0.4, -0.2, -0.3], [-0.6, -0.2, -0.1], [0.6, 0.6, -0.6], [0.1, -0.9, 0.3], [-0.2, 1.0, -2.2], [0.2, 0.2, 1.9], [1.6, 0.2, 0.0], [-0.8, 0.2, -0.6], [0.3, -0.1, -0.4], [-0.2, 0.0, -0.2], [0.2, -0.4, 0.0], [-0.1, 0.2, 0.1], [-0.1, 0.9, 0.8], [-0.4, -0.3, -0.6], [-0.3, 0.0, -0.3], [-0.3, -0.5, -0.3], [0.2, 0.1, 0.0], [0.7, -0.6, 0.5], [-0.3, 0.1, 0.2], [-0.3, -0.2, 0.9], [0.1, -1.4, 0.2], [-0.7, -1.9, 0.5], [0.3, -0.4, -2.0], [0.8, 1.1, 0.9], [0.1, -0.8, -0.1], [0.8, 2.2, 0.4], [-0.3, 0.5, -0.3], [0.0, 0.0, -0.2], [-0.5, 0.3, 0.3], [-0.5, -0.1, 0.4], [0.4, -0.6, -0.2], [0.0, 0.2, -0.4], [-0.3, 0.3, 0.0], [-0.3, 0.2, -0.2], [0.2, 0.3, 0.4], [0.5, -0.2, 0.4], [-0.5, 0.3, 0.0]], "charge": 1, "spin_multiplicity": 2, "max_force_ev_per_a": 3.44, "homo_ev": [-9.6, -9.6], "s_squared": 0.7541}